Computed, not measured: C3H4N2 as an isolated structure in a non-equilibrium geometry, with ωB97M-V with the def2-TZVPD basis set.

Atoms and positions in Å:
C: 0.05 0.40 -0.04
N: 0.72 -0.65 0.12
C: -0.90 1.30 -0.05
C: 1.94 0.17 0.02
N: 3.04 0.46 0.13
H: -0.76 -2.35 -0.14
H: -1.43 -2.66 0.10
H: -1.58 1.40 0.77
H: -1.08 1.93 -0.90

Properties
- orbital gap (eV) = 10.04
- HOMO energy (eV) = -10.3246
- total charge = 0
- multiplicity = 1
- electronic energy (eV) = -6151.437